C35H34AgSb2Te | ωB97M-V/def2-TZVPD

XYZ file:
```
73
C35H34AgSb2Te | the OMol25 dataset | ωB97M-V/def2-TZVPD
Ag -0.18 2.36 -1.00
C 1.85 -0.94 -2.12
C 0.39 -1.36 -2.32
C -0.39 -1.45 -1.01
Sb -2.47 -2.07 -1.13
C -2.20 -3.36 -2.81
C -1.24 -4.37 -2.73
C -1.06 -5.26 -3.78
C -1.85 -5.16 -4.92
C -2.82 -4.17 -5.00
C -2.99 -3.28 -3.95
C -3.26 -0.38 -2.20
C -4.40 0.21 -1.67
C -5.02 1.28 -2.31
C -4.49 1.78 -3.50
C -3.36 1.19 -4.04
C -2.76 0.11 -3.41
Sb 2.03 1.16 -1.82
C 2.24 1.85 -3.81
C 2.70 3.15 -4.02
C 2.80 3.65 -5.31
C 2.45 2.86 -6.40
C 2.00 1.56 -6.19
C 1.89 1.06 -4.90
C 3.97 1.44 -1.04
C 4.14 1.60 0.33
C 5.42 1.75 0.85
C 6.52 1.75 0.00
C 6.34 1.59 -1.37
C 5.07 1.44 -1.90
H 2.46 -1.17 -3.00
H 2.30 -1.45 -1.27
H 0.36 -2.32 -2.83
H -0.10 -0.65 -3.00
H -0.39 -0.49 -0.48
H 0.09 -2.16 -0.34
H -0.62 -4.47 -1.85
H -0.31 -6.04 -3.71
H -1.72 -5.86 -5.74
H -3.45 -4.09 -5.88
H -3.75 -2.51 -4.03
H -4.84 -0.18 -0.76
H -5.92 1.72 -1.90
H -4.97 2.61 -4.00
H -2.96 1.55 -4.98
H -1.92 -0.38 -3.89
H 2.98 3.77 -3.18
H 3.16 4.66 -5.47
H 2.54 3.25 -7.40
H 1.73 0.94 -7.04
H 1.54 0.04 -4.77
H 3.29 1.61 1.00
H 5.56 1.87 1.91
H 7.51 1.87 0.40
H 7.20 1.60 -2.03
H 4.94 1.33 -2.96
C -2.09 4.98 0.80
Te -2.60 3.45 -0.62
C -3.30 2.36 1.08
C -3.48 3.39 2.17
C -4.21 3.08 3.31
C -4.37 4.03 4.31
C -3.79 5.28 4.17
C -3.06 5.59 3.04
C -2.90 4.65 2.03
H -2.36 5.94 0.37
H -1.02 4.96 0.99
H -2.58 1.59 1.35
H -4.24 1.88 0.80
H -4.66 2.10 3.41
H -4.94 3.78 5.19
H -3.92 6.03 4.95
H -2.62 6.58 2.93
```

For the energy above the lowest of the compared OMol25 structures with the same formula, charge and spin, the calculation gives 11.7 kcal per mole. The total charge is +1. The largest force on an atom is 0.17 eV Å⁻¹. Its lowest unoccupied orbital energy is -2.7 eV. As for the multiplicity: 1.

Mulliken charges, unit e, in atom order: Ag -0.009; C -1.580; C 0.982; C -1.297; Sb 0.753; C 0.141; C -0.499; C -0.505; C -0.470; C -0.582; C -0.324; C 0.015; C -0.623; C -0.637; C -0.417; C -0.815; C 0.020; Sb 1.437; C 0.376; C -0.715; C -0.585; C -0.461; C -0.749; C -0.075; C 0.303; C -0.682; C -0.568; C -0.443; C -0.655; C -0.157; H 0.540; H 0.654; H 0.198; H -0.437; H 0.179; H 0.390; H 0.380; H 0.394; H 0.386; H 0.388; H 0.459; H 0.436; H 0.416; H 0.414; H 0.440; H 0.495; H 0.415; H 0.401; H 0.397; H 0.415; H 0.268; H 0.291; H 0.394; H 0.386; H 0.391; H 0.384; C -0.930; Te 0.191; C -0.897; C 0.613; C -0.720; C -0.558; C -0.559; C -0.741; C 0.486; H 0.468; H 0.386; H 0.448; H 0.464; H 0.446; H 0.407; H 0.399; H 0.440

***

C6H13N3O | ωB97M-V/def2-TZVPD

XYZ file:
```
23
C6H13N3O | the OMol25 dataset | ωB97M-V/def2-TZVPD
C -1.80 0.58 -1.86
C -0.60 0.51 -0.82
C -1.30 0.66 0.63
C 0.36 -0.78 1.55
C 0.85 -1.15 0.17
C 2.24 -0.40 -0.30
H -2.64 -0.13 -1.65
H -2.39 1.62 -1.89
H -1.32 0.29 -3.08
H 0.19 1.08 -1.02
H -2.04 -0.10 0.97
H -1.86 1.93 0.51
H -0.24 -1.47 1.72
H 1.37 -0.80 2.32
H 0.93 -2.38 0.22
H 2.83 -0.92 0.65
H 1.96 0.45 -0.46
H 2.43 -0.81 -1.47
H -0.67 -1.51 -0.88
N -0.07 0.65 1.59
N -0.19 -0.83 -0.83
N 0.61 1.59 1.47
O 1.35 1.91 2.48
```

For the energy above the lowest of the compared OMol25 structures with the same formula, charge and spin, the calculation gives 294.2 kcal per mole. The total charge is 0. The largest force on an atom is 15.11 eV Å⁻¹. Its lowest unoccupied orbital energy is 0.4 eV. As for the multiplicity: 1.

Mulliken charges, unit e, in atom order: C -1.214; C 0.040; C -0.432; C -1.122; C -0.039; C -0.978; H 0.340; H 0.297; H 0.273; H 0.447; H 0.261; H 0.351; H 0.632; H 0.373; H 0.285; H 0.325; H 0.342; H 0.238; H 0.071; N 0.729; N -0.225; N -0.442; O -0.551

***

C4H5NO2 | ωB97M-V/def2-TZVPD

XYZ file:
```
12
C4H5NO2 | the OMol25 dataset | ωB97M-V/def2-TZVPD
O 1.00 2.28 0.68
C 0.53 1.22 0.32
N 1.21 0.18 -0.25
C 0.42 -1.02 -0.49
C -0.99 -0.57 -0.15
O -1.10 -0.34 1.25
C -0.92 0.79 0.39
H 2.22 0.16 -0.20
H 0.68 -1.82 0.22
H 0.54 -1.39 -1.51
H -1.86 -0.99 -0.65
H -1.72 1.52 0.40
```

For the energy above the lowest of the compared OMol25 structures with the same formula, charge and spin, the calculation gives 25.9 kcal per mole. The total charge is 0. As for the SMILES: O=C1NC[C@H]2O[C@@H]12. The largest force on an atom is 0.37 eV Å⁻¹. Its lowest unoccupied orbital energy is 0.9 eV. As for the multiplicity: 1.

Mulliken charges, unit e, in atom order: O -0.603; C 0.188; N -0.162; C -0.561; C -0.096; O -0.412; C 0.002; H 0.218; H 0.225; H 0.323; H 0.451; H 0.425